[1]
Computed, not measured: a molecular structure, C5H10MgO2Se4Te2, with the ωB97M-V functional and the def2-TZVPD basis.

Computed properties:
Gap between HOMO and LUMO   5.445 eV
E_tot   -290864.5438 eV
Largest force on an atom   0.489 eV/A
HOMO level   -1.11 eV

```
! RIJCOSX wB97M-V def2-TZVPD def2/J DEFGRID3
* xyz -2 1
Mg -1.141 -0.924 -2.246
Se -3.155 0.415 -3.630
Te -2.664 -0.640 -5.852
Te -0.062 -1.327 -5.562
Se -0.281 -2.939 -3.662
O 1.419 -1.584 1.775
C 1.376 -0.610 0.716
C 0.317 0.482 0.952
C 0.767 1.350 2.156
O 0.903 0.669 3.396
C 0.189 1.454 -0.244
Se 0.745 0.883 -2.051
C -1.040 -0.137 1.314
Se -1.617 -1.744 0.313
H 0.626 -2.132 1.640
H 1.177 -1.116 -0.223
H 2.364 -0.152 0.649
H 0.035 2.150 2.316
H 1.720 1.829 1.883
H 1.249 -0.212 3.175
H 0.776 2.353 -0.042
H -0.850 1.771 -0.333
H -1.825 0.610 1.203
H -1.029 -0.447 2.358
*
```

[2]
Computed, not measured: 8 unconnected molecules or ions with the total composition C9H34N4O8 at a distorted geometry, with the ωB97M-V functional and the def2-TZVPD basis.

Computed properties:
Energy above the lowest of the compared OMol25 structures with the same formula, charge and spin   22.4 kcal per mole
Gap between HOMO and LUMO   8.892 eV
E_tot   -32220.4749 eV
SMILES   NC(N)=O.NC(N)=O.CCO.CO.CO.CO.CO.CO
Largest force on an atom   10.352 eV/A
HOMO level   -8.79 eV

```
! RIJCOSX wB97M-V def2-TZVPD def2/J DEFGRID3
* xyz 0 1
C 2.785 2.278 -3.095
C 1.596 2.651 -2.233
O 1.907 2.273 -0.958
H 3.585 3.043 -2.956
H 2.584 2.464 -4.126
H 3.181 1.262 -2.940
H 0.726 2.061 -2.504
H 1.355 3.701 -2.312
H 1.409 1.499 -0.779
C -0.556 -0.563 -0.819
O -1.410 -0.992 -1.795
N -0.946 -0.017 0.301
N 0.727 -0.445 -0.985
H -2.015 0.097 0.401
H -0.269 0.203 1.029
H 1.210 -0.934 -1.655
H 1.378 -0.513 -0.198
C 2.178 0.435 1.724
O 2.231 1.821 1.774
N 1.387 -0.242 2.395
N 2.778 -0.281 0.806
H 0.624 0.186 2.861
H 1.182 -1.273 2.431
H 3.482 0.261 0.352
H 3.152 -1.228 0.945
C 1.881 -3.661 -1.511
O 1.900 -2.670 -2.535
H 2.372 -4.608 -1.754
H 0.911 -3.893 -1.160
H 2.450 -3.231 -0.713
H 1.176 -2.843 -3.163
C -1.838 2.644 -1.461
O -1.061 2.623 -0.303
H -2.001 3.570 -2.014
H -2.807 2.188 -1.225
H -1.326 1.985 -2.167
H -0.918 1.691 -0.007
C -4.529 -0.577 -0.225
O -3.724 0.284 0.531
H -3.993 -1.581 -0.270
H -4.710 -0.172 -1.214
H -5.411 -0.750 0.259
H -3.942 0.201 1.463
C -0.042 -2.938 1.776
O 1.335 -3.222 2.030
H -0.194 -2.943 0.660
H -0.436 -1.954 2.038
H -0.609 -3.655 2.347
H 1.538 -4.156 1.966
C -2.007 1.502 3.069
O -0.698 1.468 3.552
H -2.215 2.335 2.361
H -2.768 1.638 3.869
H -2.122 0.571 2.470
H -0.470 2.407 3.669
*
```

[3]
Computed, not measured: a molecular structure, C2H4N4O2 at a distorted geometry, with the ωB97M-V functional and the def2-TZVPD basis.

Computed properties:
Energy above the lowest of the compared OMol25 structures with the same formula, charge and spin   142.4 kcal per mole
Gap between HOMO and LUMO   7.883 eV
E_tot   -12187.3119 eV
Largest force on an atom   9.210 eV/A
HOMO level   -8.92 eV

```
! RIJCOSX wB97M-V def2-TZVPD def2/J DEFGRID3
* xyz 0 1
C -1.125 0.062 -0.032
C 1.508 -0.256 0.275
H -2.966 1.644 -0.304
H -2.123 1.449 1.267
H 1.462 -1.980 -1.625
H 2.318 -0.201 -1.423
N -1.981 1.120 0.393
N -0.624 -0.573 1.253
N 0.509 -0.709 1.306
N 2.268 -1.065 -0.562
O -1.026 -0.430 -1.122
O 1.781 0.939 0.573
*
```

[4]
Computed, not measured: 3 unconnected molecules or ions with the total composition C10H20F3N2O2, with the ωB97M-V functional and the def2-TZVPD basis.

Computed properties:
Energy above the lowest of the compared OMol25 structures with the same formula, charge and spin   0.0 kcal per mole
Gap between HOMO and LUMO   9.711 eV
E_tot   -25916.9792 eV
Largest force on an atom   0.436 eV/A
HOMO level   -12.31 eV

```
! RIJCOSX wB97M-V def2-TZVPD def2/J DEFGRID3
* xyz 1 1
F 6.076 -0.816 -2.440
C 4.870 -0.277 -2.529
F 3.957 -1.230 -2.248
F 4.669 0.063 -3.833
C 4.710 0.915 -1.611
C 3.624 1.887 -2.094
C 2.304 1.221 -2.237
N 1.490 0.892 -1.245
C 0.396 0.218 -1.719
C 0.539 0.161 -3.061
N 1.739 0.771 -3.349
H 5.665 1.426 -1.537
H 4.450 0.538 -0.624
H 3.911 2.334 -3.040
H 3.516 2.679 -1.355
H 1.680 1.072 -0.267
H -0.387 -0.156 -1.088
H -0.093 -0.273 -3.811
H 2.176 0.844 -4.254
C -1.382 -0.815 2.222
C 0.123 -0.668 2.224
O 0.565 0.358 1.310
H -1.745 -1.064 1.223
H -1.696 -1.599 2.908
H -1.870 0.109 2.538
H 0.612 -1.582 1.892
H 0.490 -0.435 3.226
H 0.162 1.183 1.605
C -6.357 -0.545 2.135
C -5.113 -1.311 2.541
O -4.337 -0.614 3.516
H -6.090 0.438 1.746
H -6.914 -1.084 1.368
H -7.018 -0.399 2.992
H -4.452 -1.447 1.685
H -5.380 -2.304 2.915
H -4.888 -0.491 4.296
*
```

[5]
Computed, not measured: C6H10O in the gas phase at a distorted geometry, with the ωB97M-V functional and the def2-TZVPD basis.

Computed properties:
Energy above the lowest of the compared OMol25 structures with the same formula, charge and spin   46.2 kcal per mole
Gap between HOMO and LUMO   8.908 eV
E_tot   -8429.2381 eV
SMILES   C=C(C)/C=C/CO
Largest force on an atom   2.936 eV/A
HOMO level   -8.33 eV

```
! RIJCOSX wB97M-V def2-TZVPD def2/J DEFGRID3
* xyz 0 1
C -0.332 2.318 1.786
C -0.600 1.004 1.146
C -1.838 0.471 1.318
C 1.314 -1.229 -1.408
O 0.817 -2.410 -2.087
C 0.169 -0.536 -0.703
C 0.340 0.455 0.173
H 0.024 3.104 1.116
H 0.397 2.306 2.623
H -1.192 2.756 2.287
H -2.428 0.595 2.219
H -2.284 -0.157 0.551
H 1.893 -1.715 -0.626
H 1.794 -0.622 -2.174
H 0.058 -2.216 -2.627
H -0.843 -0.898 -0.848
H 1.268 1.038 0.231
*
```

[6]
Computed, not measured: 2 unconnected molecules or ions with the total composition C5H12O2PS at a distorted geometry, with the ωB97M-V functional and the def2-TZVPD basis.

Computed properties:
Energy above the lowest of the compared OMol25 structures with the same formula, charge and spin   84.7 kcal per mole
Gap between HOMO and LUMO (spin up / spin down)   5.911 / 5.923 eV
E_tot   -29598.0387 eV
Largest force on an atom   3.788 eV/A
HOMO level (spin up / spin down)   -3.67 / -3.70 eV

```
! RIJCOSX wB97M-V def2-TZVPD def2/J DEFGRID3
* xyz -1 1
C -0.736 1.560 -0.505
C -0.703 -0.907 -1.206
C -2.262 -0.182 0.561
C 2.895 0.096 0.211
C -0.939 0.135 -0.086
O -0.077 0.505 2.443
O 1.714 0.735 0.760
P 0.439 -0.206 1.215
S 1.836 -3.083 0.353
H -0.140 2.050 0.274
H -0.224 1.735 -1.420
H -1.660 2.103 -0.447
H -0.602 -1.879 -0.838
H 0.238 -0.675 -1.761
H -1.535 -0.763 -1.992
H -2.550 0.464 1.396
H -3.030 -0.101 -0.212
H -2.101 -1.213 0.811
H 2.861 -1.019 0.514
H 3.771 0.528 0.794
H 2.804 0.118 -0.864
*
```

[7]
Computed, not measured: 2 unconnected molecules or ions with the total composition C4H6N2 at a distorted geometry, with the ωB97M-V functional and the def2-TZVPD basis.

Computed properties:
Energy above the lowest of the compared OMol25 structures with the same formula, charge and spin   179.9 kcal per mole
Gap between HOMO and LUMO   9.518 eV
E_tot   -7217.7917 eV
Largest force on an atom   1.147 eV/A
HOMO level   -9.07 eV

```
! RIJCOSX wB97M-V def2-TZVPD def2/J DEFGRID3
* xyz 0 1
N -1.134 -1.020 -0.475
C -0.070 0.032 -0.542
C 1.134 -0.695 -0.682
C -0.366 -0.647 0.769
C -0.460 1.398 -0.817
N -0.751 2.485 -1.086
H -2.111 -0.741 -0.479
H -0.870 -1.835 -1.037
H 1.959 -0.014 -0.404
H 1.590 1.415 1.950
H 0.317 -1.446 1.076
H 0.908 1.118 1.987
*
```

[8]
Computed, not measured: C10H16SSi in the gas phase, with the ωB97M-V functional and the def2-TZVPD basis.

Computed properties:
Energy above the lowest of the compared OMol25 structures with the same formula, charge and spin   0.2 kcal per mole
Gap between HOMO and LUMO   8.934 eV
E_tot   -29343.1845 eV
SMILES   C[Si](C)(C)CSc1ccccc1
Largest force on an atom   0.968 eV/A
HOMO level   -8.11 eV

```
! RIJCOSX wB97M-V def2-TZVPD def2/J DEFGRID3
* xyz 0 1
S 1.029 -1.969 0.221
C -3.446 -1.725 -0.491
C -2.609 -2.006 -1.572
C -2.898 -1.429 0.741
C -1.248 -1.997 -1.395
C -1.537 -1.576 0.946
C -0.707 -1.821 -0.119
C 2.006 0.998 2.047
C 2.628 2.433 -0.658
C -0.272 1.721 0.065
C 1.619 -0.474 -0.554
Si 1.515 1.226 0.261
H -4.501 -1.717 -0.616
H -3.048 -2.171 -2.534
H -3.521 -1.105 1.554
H -0.580 -2.163 -2.213
H -1.162 -1.445 1.939
H 2.190 1.960 2.522
H 2.907 0.365 1.974
H 1.235 0.451 2.576
H 2.036 3.195 -1.174
H 3.342 2.872 0.057
H 3.217 1.907 -1.404
H -0.565 1.745 -0.984
H -0.364 2.728 0.473
H -0.963 1.080 0.605
H 2.669 -0.651 -0.801
H 1.031 -0.431 -1.464
*
```